1.
Computed, not measured: 2 unconnected molecules or ions with the total composition C4H12NO in a non-equilibrium geometry, with ωB97M-V/def2-TZVPD.

## Properties
- spin multiplicity = 2
- E_tot (a.u.) = -289.4369
- lowest unoccupied orbital energy (alpha / beta) (eV) = 0.7 / 0.5
- HOMO level (alpha / beta) (eV) = -2.77 / -11.57

Each line ends with the natural charge from an NBO analysis.
Positions of all 18 atoms, in Å:
1 C 0.8236 -0.7462 0.3822  -0.33
2 N 0.3884 0.5183 -0.5384  -0.77
3 C -0.8958 0.8528 0.1549  -0.30
4 C -0.6983 0.6496 1.6484  -0.43
5 C 0.6424 -0.1783 1.7245  -0.47
6 H 1.8683 -0.8451 0.0519  0.21
7 H 0.1629 -1.5729 0.1380  0.21
8 H 1.3084 1.0676 -0.5676  0.21
9 H 0.1932 0.1745 -1.4974  0.44
10 H -1.3336 1.7372 -0.3058  0.23
11 H -1.6509 0.1144 -0.2206  0.21
12 H -1.6035 0.3094 2.1594  0.22
13 H -0.5050 1.5548 2.2988  0.22
14 H 1.3821 0.5228 2.1226  0.23
15 H 0.4026 -0.8997 2.5089  0.23
16 H 0.1412 -0.9122 -4.0358  0.47
17 H -0.5810 -1.5711 -2.9292  0.46
18 O -0.0450 -0.7759 -3.0947  -1.02



2.
Computed, not measured: 2 unconnected molecules or ions with the total composition C4H12NO in a non-equilibrium geometry, with ωB97M-V/def2-TZVPD.

## Properties
- spin multiplicity = 1
- E_tot (a.u.) = -289.0796
- lowest unoccupied orbital energy (eV) = -9.8
- total charge = +1
- HOMO level (eV) = -14.69

Each line ends with the natural charge from an NBO analysis.
Positions of all 18 atoms, in Å:
1 O -1.4520 0.1136 -0.3703  -0.53
2 C -1.1392 -0.3092 -1.7132  -0.09
3 C 0.0708 0.6120 -2.1643  -0.36
4 N 0.8422 0.7726 -0.9624  -0.16
5 C 1.0032 -1.2042 2.0568  -0.59
6 C 0.4669 0.0815 2.7974  -0.61
7 H -0.6197 0.6294 -0.1383  0.48
8 H -1.9710 -0.5314 -2.4357  0.26
9 H -0.5068 -1.2633 -1.6184  0.26
10 H -0.4434 1.5451 -2.4039  0.40
11 H 0.6550 0.2137 -2.9770  0.29
12 H 1.4908 -1.8590 2.7153  0.23
13 H 1.7004 1.4147 -0.9371  0.42
14 H 0.1647 -1.7760 1.5728  0.20
15 H 1.6250 -0.8522 1.1786  0.18
16 H 1.2255 0.1947 3.6415  0.23
17 H -0.5780 -0.0604 2.9741  0.22
18 H 0.5673 0.9468 2.2666  0.18



3.
Computed, not measured: 2 unconnected molecules or ions with the total composition C4H12NO in a non-equilibrium geometry, with ωB97M-V/def2-TZVPD.

## Properties
- spin multiplicity = 1
- E_tot (a.u.) = -289.2093
- lowest unoccupied orbital energy (eV) = -4.9
- total charge = +1
- HOMO level (eV) = -12.82

Each line ends with the natural charge from an NBO analysis.
Positions of all 18 atoms, in Å:
1 C 1.0049 -2.3848 -0.0823  -0.61
2 C 0.4660 -1.2497 -1.0883  -0.46
3 C 0.1603 0.0784 -0.4081  0.18
4 C 0.1351 1.3123 -0.9319  -0.38
5 N -0.9280 -0.1858 0.6633  -0.73
6 H 0.1000 -2.8488 0.3248  0.20
7 H 1.6256 -1.9891 0.7172  0.22
8 H 1.5481 -2.9884 -0.8206  0.24
9 H -0.4196 -1.5569 -1.6605  0.24
10 H 1.3079 -1.1873 -1.7733  0.26
11 H 0.8272 2.1579 -1.0557  0.27
12 H -0.7902 1.5661 -1.4747  0.23
13 H -1.5047 -1.0181 0.4588  0.43
14 H -0.3852 -0.1744 1.5295  0.47
15 H -1.5953 0.5882 0.5937  0.45
16 H 0.1725 3.6222 1.6303  0.49
17 H -1.2763 3.3700 1.7386  0.48
18 O -0.4485 2.8882 1.6394  -0.96



4.
Computed, not measured: 2 unconnected molecules or ions with the total composition C4H12NO in a non-equilibrium geometry, with ωB97M-V/def2-TZVPD.

## Properties
- spin multiplicity = 1
- E_tot (a.u.) = -289.3337
- lowest unoccupied orbital energy (eV) = -3.3
- total charge = +1
- HOMO level (eV) = -13.71

Each line ends with the natural charge from an NBO analysis.
Positions of all 18 atoms, in Å:
1 C -0.3083 1.3265 -0.1637  -0.22
2 C 1.1285 0.8578 -0.1623  -0.48
3 C 1.5069 -0.0171 1.0171  -0.24
4 C 1.8491 0.4978 2.1781  -0.33
5 N -1.2378 0.1767 -0.4851  -0.67
6 H -0.6120 1.7348 0.7852  0.23
7 H -0.4200 2.1024 -0.9126  0.23
8 H 1.3703 0.3384 -1.0940  0.22
9 H 1.7845 1.7216 -0.2436  0.26
10 H 1.5539 -1.0703 0.7962  0.21
11 H 2.1496 -0.0398 3.0661  0.22
12 H 2.0084 1.5669 2.3187  0.20
13 H -0.7594 -0.4228 -1.1528  0.46
14 H -1.4114 -0.3770 0.3524  0.44
15 H -2.1375 0.5519 -0.7731  0.45
16 H -2.5071 -2.8672 -1.2481  0.49
17 H -1.4736 -2.7688 -2.3231  0.49
18 O -1.9265 -2.2118 -1.6707  -0.98



5.
Computed, not measured: 2 unconnected molecules or ions with the total composition C4H12NO in a non-equilibrium geometry, with ωB97M-V/def2-TZVPD.

## Properties
- spin multiplicity = 1
- E_tot (a.u.) = -289.0617
- lowest unoccupied orbital energy (eV) = -9.6
- total charge = +1
- HOMO level (eV) = -14.58

Each line ends with the natural charge from an NBO analysis.
Positions of all 18 atoms, in Å:
1 C 0.5868 -0.8573 -1.2000  -0.25
2 C 1.1690 0.3941 -0.4775  -0.44
3 C 0.4047 0.8523 0.7809  -0.35
4 C -1.1706 0.9414 0.5404  -0.10
5 O -1.7013 -0.1420 0.1100  -0.19
6 N 0.3507 -1.8358 -0.1594  -0.57
7 H 1.3868 -1.2794 -1.8089  0.25
8 H 1.0778 3.4082 1.7204  0.00
9 H 1.2746 1.2565 -1.1497  0.24
10 H 2.2279 0.2906 -0.2044  0.25
11 H 0.4246 -0.0157 1.4481  0.26
12 H 0.9397 1.6014 1.3283  0.29
13 H -1.1617 1.6136 -0.3631  0.39
14 H -1.7162 1.4679 1.3271  0.21
15 H -0.3868 -0.5147 -1.5829  0.24
16 H 0.2499 -2.7489 -0.5656  0.40
17 H -0.4790 -1.5901 0.4336  0.37
18 H 1.3200 3.4937 1.0687  0.00



6.
Computed, not measured: 2 unconnected molecules or ions with the total composition C4H12NO in a non-equilibrium geometry, with ωB97M-V/def2-TZVPD.

## Properties
- spin multiplicity = 1
- E_tot (a.u.) = -289.2720
- lowest unoccupied orbital energy (eV) = -5.2
- total charge = +1
- HOMO level (eV) = -15.28

Each line ends with the natural charge from an NBO analysis.
Positions of all 18 atoms, in Å:
1 C -0.8096 -1.6700 -1.0338  -0.63
2 C -1.4016 -0.7571 0.1091  -0.44
3 C -0.2699 0.1790 0.2824  -0.31
4 C 0.1696 2.5114 0.7347  0.11
5 N -0.5318 1.4396 0.8977  -0.36
6 H -1.3537 -2.6270 -1.1005  0.24
7 H 0.1850 -2.0462 -0.9985  0.21
8 H -0.8127 -1.2423 -2.0909  0.22
9 H -1.6126 -1.4584 1.0285  0.24
10 H -2.2545 -0.2238 -0.3317  0.23
11 H 0.0816 0.4579 -0.7838  0.22
12 H 0.6716 -0.3852 0.6167  0.31
13 H 0.9844 2.9787 0.2329  0.26
14 H -0.2367 3.3219 1.3881  0.21
15 H -1.2951 1.5031 1.5754  0.45
16 H 2.5378 -1.2015 -0.6772  0.49
17 H 3.3864 -0.1372 0.0244  0.49
18 O 2.5618 -0.6427 0.1266  -0.96



7.
Computed, not measured: 2 unconnected molecules or ions with the total composition C4H12NO in a non-equilibrium geometry, with ωB97M-V/def2-TZVPD.

## Properties
- spin multiplicity = 1
- E_tot (a.u.) = -289.2822
- lowest unoccupied orbital energy (eV) = -5.5
- total charge = +1
- HOMO level (eV) = -15.10

Each line ends with the natural charge from an NBO analysis.
Positions of all 18 atoms, in Å:
1 C -0.0193 1.9770 0.7159  -0.61
2 C 1.1581 1.1430 0.1897  -0.41
3 C 0.5211 -0.1202 -0.4268  -0.23
4 C 0.6992 -2.5037 -0.8170  0.13
5 N 1.2331 -1.4497 -0.3056  -0.38
6 H 0.3250 2.8552 1.4236  0.24
7 H -0.4920 2.5227 -0.0853  0.22
8 H -0.7694 1.3936 1.1607  0.22
9 H 1.7182 1.5812 -0.5856  0.23
10 H 1.7443 0.7927 1.0289  0.21
11 H -0.4970 -0.3524 0.1486  0.24
12 H 0.2984 0.0451 -1.4519  0.23
13 H -0.4034 -2.4786 -0.8824  0.23
14 H 1.3758 -3.3052 -1.1389  0.24
15 H 2.1240 -1.6071 0.0365  0.43
16 H -3.6662 0.3144 0.2777  0.50
17 H -2.5853 -0.8067 0.5899  0.47
18 O -2.7645 -0.0015 0.1218  -0.96



8.
Computed, not measured: 2 unconnected molecules or ions with the total composition C4H12NO in a non-equilibrium geometry, with ωB97M-V/def2-TZVPD.

## Properties
- spin multiplicity = 1
- E_tot (a.u.) = -289.3397
- lowest unoccupied orbital energy (eV) = -3.3
- total charge = +1
- HOMO level (eV) = -14.34

Each line ends with the natural charge from an NBO analysis.
Positions of all 18 atoms, in Å:
1 C -3.0834 -0.2695 -0.4046  -0.59
2 C -1.8023 0.5774 -0.2425  -0.44
3 C -0.6581 -0.3280 0.0794  -0.10
4 C 0.5504 -0.1464 -0.4092  -0.10
5 N 1.6924 -0.9714 0.0639  -0.70
6 H -2.8766 -1.0359 -1.1518  0.21
7 H -3.1922 -0.8795 0.4971  0.20
8 H -3.9476 0.3676 -0.5130  0.24
9 H -1.6378 1.1278 -1.1586  0.22
10 H -1.9744 1.2109 0.6157  0.24
11 H -0.8560 -1.1213 0.7972  0.21
12 H 0.8642 0.7198 -0.9718  0.23
13 H 1.4230 -1.7041 0.7247  0.44
14 H 2.3712 -0.3420 0.5304  0.48
15 H 2.1436 -1.4636 -0.7105  0.44
16 H 3.6938 1.5189 1.5288  0.50
17 H 3.9514 1.5406 0.0325  0.50
18 O 3.3382 1.1985 0.6923  -0.97



9.
Computed, not measured: 2 unconnected molecules or ions with the total composition C4H12NO2 in a non-equilibrium geometry, with ωB97M-V/def2-TZVPD.

## Properties
- spin multiplicity = 1
- E_tot (a.u.) = -364.8289
- lowest unoccupied orbital energy (eV) = 4.1
- total charge = -1
- HOMO level (eV) = -3.26

Each line ends with the natural charge from an NBO analysis.
Positions of all 19 atoms, in Å:
1 C 1.0778 0.5796 -0.6095  -0.27
2 N 1.3484 -0.4549 0.4352  -0.70
3 C 1.0185 -1.9051 -0.0692  0.14
4 O -0.0653 -1.9687 -0.8230  -0.95
5 C 0.4922 1.7855 0.1277  -0.40
6 C -1.0255 1.8694 0.1796  -0.62
7 H 0.4509 -0.0127 -1.3142  0.24
8 H 1.9893 0.9116 -1.1373  0.15
9 H 0.7053 -0.3093 1.2002  0.33
10 H 0.9207 -2.4820 0.9025  0.07
11 H 1.8914 -2.3628 -0.6102  0.08
12 H 0.8734 1.7999 1.1614  0.19
13 H 0.9068 2.7265 -0.2743  0.18
14 H -1.4880 0.9103 0.4266  0.24
15 H -1.4041 1.9935 -0.8371  0.19
16 H -1.4271 2.6478 0.8268  0.18
17 H -2.2194 -2.2456 0.8634  0.45
18 H -1.6190 -1.7471 -0.5394  0.53
19 O -2.4262 -1.7359 0.0907  -1.04



10.
Computed, not measured: 2 unconnected molecules or ions with the total composition C4H12NO2 in a non-equilibrium geometry, with ωB97M-V/def2-TZVPD.

## Properties
- spin multiplicity = 1
- E_tot (a.u.) = -364.8203
- lowest unoccupied orbital energy (eV) = 3.6
- total charge = -1
- HOMO level (eV) = -3.46

Each line ends with the natural charge from an NBO analysis.
Positions of all 19 atoms, in Å:
1 C -1.1642 -0.9867 -2.0877  -0.64
2 C 0.1196 -1.4698 -1.3905  -0.20
3 N 0.9384 -0.3964 -0.8608  -0.63
4 C 0.3563 0.2847 0.3072  -0.25
5 C 1.3850 0.9910 1.1889  -0.04
6 O 0.9253 1.2002 2.4810  -0.80
7 H -1.6556 -1.7012 -2.7445  0.20
8 H -1.8339 -0.5616 -1.3356  0.22
9 H -0.8799 -0.0807 -2.6283  0.19
10 H 0.7015 -2.0508 -2.1117  0.17
11 H -0.0951 -2.1286 -0.5528  0.19
12 H 1.1265 0.2751 -1.5932  0.33
13 H -0.3808 1.0404 0.0047  0.16
14 H -0.1876 -0.4664 0.8853  0.21
15 H 1.6301 1.9454 0.6806  0.10
16 H 2.2878 0.3781 1.1971  0.14
17 H -1.6764 1.7811 2.8580  0.40
18 H -0.1414 1.0619 2.5622  0.50
19 O -1.4557 0.8843 3.1402  -1.23



Table of relative energy (zero: lowest compared OMol25 entry of this formula, charge and spin) (eV), in record order: 2.537, 8.033, 4.505, 1.119, 8.522, 2.799, 2.521, 0.957, 0.725, 0.959